{
  "formula": "C24H30N4O4",
  "method": "ωB97M-V with the def2-TZVPD basis set",
  "lumo_ev": -1.0,
  "homo_energy_ev": -7.4,
  "total_charge": 0,
  "de_lowest_ev": 19.431,
  "total_energy_ha": -1451.90546,
  "species": ["C", "C", "C", "C", "C", "C", "C", "H", "C", "H", "H", "H", "H", "C", "O", "N", "H", "C", "C", "C", "C", "C", "N", "H", "C", "C", "C", "C", "C", "C", "H", "H", "H", "H", "H", "H", "H", "H", "H", "H", "H", "C", "C", "H", "H", "N", "O", "O", "H", "H", "C", "C", "O", "N", "H", "H", "H", "H", "H", "H", "H", "H"],
  "coordinates": [[-3.72579, -3.62429, -0.81953], [-4.30921, -2.40055, -0.40525], [-3.61335, -1.10389, -0.31103], [-4.36309, -0.08365, 0.15097], [-5.74151, -0.28421, 0.35223], [-6.52592, -1.38640, 0.45863], [-5.89487, -2.55787, 0.12435], [-6.36582, -3.34314, -0.25131], [-7.96987, -1.33588, 0.70013], [-8.37757, -0.46799, 0.56062], [-8.06514, -1.34116, 1.88585], [-8.53010, -2.07198, 0.17198], [-6.23614, 0.61351, 0.72441], [-3.69864, 1.35082, 0.31356], [-4.29209, 2.29641, -0.12492], [-2.50563, 1.12601, 0.80367], [-2.09535, 0.07367, 1.00568], [-1.46291, 2.13153, 0.96311], [0.04481, 1.70626, 0.55055], [0.09114, 0.63151, -0.17310], [1.34204, 0.06749, -0.67718], [2.43354, 0.73668, 0.15614], [3.77243, 0.33481, -0.27325], [3.74709, -0.48861, -0.83134], [5.03199, 0.80163, 0.00609], [6.24416, 0.34444, -0.75255], [6.39152, -1.36443, -0.91918], [6.67878, -1.68258, 0.39884], [5.40071, -1.61629, 1.49470], [5.32378, -0.11900, 1.65809], [6.19785, 0.45498, 1.99159], [4.41811, 0.07514, 2.13445], [5.70147, -2.01691, 2.36708], [4.54415, -2.14063, 0.94957], [6.74035, -2.98520, 0.29841], [7.60455, -1.24298, 0.90037], [7.25774, -1.33448, -1.75491], [5.50806, -1.62080, -1.11960], [5.90908, 0.82419, -1.68888], [6.96368, 0.90587, -0.27263], [5.08758, 1.63851, 0.57522], [2.19355, 1.74541, 1.18159], [0.97954, 2.08833, 1.26695], [0.91122, 2.78679, 1.98415], [3.07707, 2.18076, 1.36012], [1.58333, -1.09648, -1.47231], [0.45398, -1.65813, -1.74747], [2.64688, -1.61770, -1.80004], [-0.68652, 0.24948, -0.92852], [-1.60482, 2.58317, 1.98225], [-1.59026, 3.48254, -0.04899], [-1.38618, 3.15914, -1.52941], [-0.12202, 3.09485, -2.08165], [-2.48746, 2.87021, -2.06704], [-2.39253, 2.62985, -3.02188], [-3.40068, 3.03181, -1.47694], [-2.63013, 3.79065, 0.09706], [-0.93535, 4.16447, 0.34568], [-2.70959, -1.06172, -0.57507], [-3.55680, -4.37756, 0.18393], [-4.27963, -4.14161, -1.80706], [-2.72521, -3.40479, -1.16696]],
  "mulliken_charge": [-1.240, 0.258, -1.272, 0.769, -0.423, 0.690, -0.954, 0.470, -1.645, 0.516, 0.269, 0.391, 0.308, 0.338, -0.757, -0.193, 0.417, -0.334, 0.508, 0.432, -1.262, 0.521, 0.129, 0.211, -0.428, -1.604, -0.781, -0.449, -0.626, -1.128, 0.517, 0.601, 0.485, 0.222, 0.230, 0.294, 0.268, 0.561, 0.467, 0.595, 0.696, -1.032, -0.673, 0.675, 0.626, 0.938, -0.660, -0.727, 0.314, 0.467, -1.225, 0.259, -0.719, -0.186, 0.254, 0.319, 0.613, 0.674, 1.144, 0.224, 0.268, 0.380]
}